The following is a DFT calculation (ωB97M-V with the def2-TZVPD basis set) of C7H10BrNTi as an isolated structure.

The geometry in XYZ format:
```
20
Properties=species:S:1:pos:R:3:lowdin_charge:R:1
C -0.719 0.642 -1.384 -0.2040
C 0.627 0.635 -1.065 -0.3129
C 0.819 1.361 0.189 -0.2944
C -0.407 1.910 0.549 -0.2255
C -1.568 1.319 -0.246 -0.5228
Ti -0.313 -0.639 0.473 0.2411
N -2.282 0.390 0.700 -0.2007
C 0.661 -2.382 -0.123 -0.4256
C 1.742 -1.522 0.102 -0.3802
H 1.803 1.571 0.636 0.0921
H 1.450 0.184 -1.629 0.0750
H -0.581 2.670 1.301 0.0606
H -2.243 2.061 -0.743 0.0829
H -1.115 0.303 -2.316 0.0493
H 2.427 -1.263 -0.735 0.0035
H 0.318 -3.134 0.597 -0.0023
H -3.281 0.213 0.994 -0.0613
H 2.318 -1.505 1.056 0.0006
H 0.161 -2.421 -1.101 0.0185
Br 0.185 -0.392 2.746 0.0060
```

Computed properties:
* E_LUMO (spin up / spin down): 5.79 / 5.65 eV
* spin multiplicity: 3
* expectation value of S²: 2.026
* charge: -2
* gap between HOMO and LUMO (spin up / spin down): 2.8 / 3.5 eV


The following is a DFT calculation (ωB97M-V with the def2-TZVPD basis set) of C7H10Cl15CuO as an isolated structure.

The geometry in XYZ format:
```
34
Properties=species:S:1:pos:R:3:lowdin_charge:R:1
Cu 2.388 -1.469 0.692 0.1885
C 0.384 -1.099 2.528 -0.0939
C 0.123 -0.089 1.360 -0.3880
O 0.923 -0.320 0.195 -0.4265
H 0.090 -2.100 2.275 0.0603
H -0.236 -0.747 3.306 0.0576
H 1.390 -0.972 2.953 0.0738
H 0.339 0.894 1.803 0.0940
H -0.949 -0.204 1.070 0.0869
C 3.117 2.482 0.547 -1.5090
Cl 1.942 3.663 -0.079 0.5333
Cl 3.340 2.662 2.353 0.4767
Cl 4.635 2.782 -0.251 0.5298
H 2.729 1.474 0.449 -0.0462
C -1.464 2.591 -1.144 -1.5271
Cl -1.234 1.728 -2.690 0.5079
Cl -3.035 2.185 -0.482 0.5636
Cl -1.312 4.344 -1.418 0.5074
H -0.645 2.274 -0.474 -0.0161
C -4.861 -0.379 0.921 -1.4890
Cl -3.847 -1.842 0.965 0.5049
Cl -6.167 -0.434 2.203 0.4744
Cl -5.597 -0.133 -0.688 0.4945
H -4.249 0.525 1.072 -0.0488
C 2.889 -0.564 -2.227 -1.3884
Cl 3.952 -0.754 -0.767 0.6116
Cl 3.015 -2.085 -3.176 0.5254
Cl 3.622 0.773 -3.104 0.5584
H 1.913 -0.313 -1.806 0.0044
C -0.668 -2.892 -1.194 -1.5409
Cl 0.760 -3.752 -0.632 0.5658
Cl -2.014 -3.921 -0.966 0.5638
Cl -0.582 -2.363 -2.914 0.5118
H -0.692 -1.947 -0.679 -0.0211
```

Computed properties:
* E_LUMO: -0.57 eV
* spin multiplicity: 1
* gap between HOMO and LUMO: 8.3 eV


The following is a DFT calculation (ωB97M-V with the def2-TZVPD basis set) of one molecule with the formula C7H10Cl2Si2.

The geometry in XYZ format:
```
21
Properties=species:S:1:pos:R:3:lowdin_charge:R:1
C 0.749 -2.891 -0.137 -0.3479
Si 2.156 -1.946 -0.946 0.5333
Si 1.684 0.066 0.313 0.1228
Cl 3.036 1.791 -1.055 -0.1145
Cl 2.386 0.534 2.210 0.2725
C -0.006 0.793 0.282 -0.4012
C -1.022 0.451 1.170 -0.1022
C -2.348 1.030 1.094 -0.0715
C -2.589 2.001 0.154 -0.0591
C -1.546 2.279 -0.755 -0.1015
C -0.362 1.725 -0.708 -0.1556
H 0.933 -3.159 0.959 0.0570
H -0.087 -2.119 -0.046 0.0212
H 0.570 -3.856 -0.482 -0.0151
H 1.876 -1.906 -2.422 -0.0449
H 3.428 -2.541 -0.516 -0.0702
H -0.896 -0.373 1.877 0.0993
H -2.872 0.899 2.035 0.1029
H -3.632 2.190 -0.004 0.1022
H -1.765 2.937 -1.547 0.0987
H 0.305 2.096 -1.474 0.0737
```

Computed properties:
* E_LUMO: -0.21 eV
* spin multiplicity: 1
* SMILES string: C[SiH2][Si](Cl)(Cl)c1ccccc1
* gap between HOMO and LUMO: 9.5 eV


The following is a DFT calculation (ωB97M-V with the def2-TZVPD basis set) of C7H10ClMnNO4 as an isolated structure.

The geometry in XYZ format:
```
24
Properties=species:S:1:pos:R:3:lowdin_charge:R:1
C -0.519 0.870 -2.038 -0.1088
C 0.887 0.885 -1.697 -0.1323
C 1.044 1.553 -0.453 -0.0808
C -0.266 2.014 0.003 -0.0718
C -1.224 1.601 -0.939 -0.1389
Mn -0.336 -0.182 -0.276 0.5020
N -2.147 -0.638 -0.243 -0.0739
C -0.035 -2.054 -0.524 -0.2286
C 1.258 -1.473 -0.455 -0.1380
H 2.008 1.761 0.042 0.1452
H 1.692 0.558 -2.339 0.1244
H -0.416 2.569 0.918 0.1262
H -2.275 1.835 -0.937 0.1199
H -0.952 0.501 -2.972 0.1317
H 1.870 -1.533 -1.410 0.0979
H -0.378 -2.566 0.381 0.0876
H -2.277 -1.386 0.641 0.0664
H 1.841 -1.769 0.471 0.1152
H -0.429 -2.313 -1.525 0.0972
O 0.066 1.385 3.460 -0.3234
Cl 0.127 -0.037 3.206 0.7611
O 1.245 -0.656 3.868 -0.3006
O -1.120 -0.674 3.561 -0.3206
O 0.336 -0.251 1.678 -0.4570
```

Computed properties:
* E_LUMO (spin up / spin down): -1.59 / -1.18 eV
* spin multiplicity: 4
* expectation value of S²: 3.882
* gap between HOMO and LUMO (spin up / spin down): 7.7 / 8.3 eV


The following is a DFT calculation (ωB97M-V with the def2-TZVPD basis set) of an isolated ion of composition C7H10ClN4O and charge +1.

The geometry in XYZ format:
```
23
Properties=species:S:1:pos:R:3:lowdin_charge:R:1
C -1.272 1.170 1.619 -0.0109
O -0.260 0.169 1.759 -0.0116
C -0.323 -0.911 0.996 -0.3960
N -1.437 -1.168 0.261 0.1627
C -1.284 -1.536 -0.954 -0.1104
N -0.063 -1.411 -1.469 0.1092
C 0.898 -0.704 -0.674 -0.2969
C 1.109 0.715 -1.142 -0.0036
C 1.985 -1.364 -0.117 -0.0107
N 1.955 -2.590 0.376 0.1204
C 1.039 -2.961 1.187 -0.7669
Cl 1.013 -4.525 1.826 0.8350
N 0.150 -2.055 1.686 0.1362
H -1.125 1.847 2.457 0.1071
H -2.258 0.707 1.673 0.1018
H -1.176 1.716 0.679 0.0932
H -2.110 -1.899 -1.542 0.1544
H 0.124 -1.534 -2.452 0.1700
H 0.157 1.186 -1.369 0.0902
H 1.711 0.718 -2.052 0.1007
H 1.624 1.304 -0.389 0.0974
H 2.917 -0.828 0.028 0.1584
H -0.100 -2.111 2.666 0.1705
```

Computed properties:
* E_LUMO: -4.58 eV
* spin multiplicity: 1
* SMILES string: COc1nc[nH]c(C)cnc(Cl)[nH+]1
* charge: +1
* gap between HOMO and LUMO: 8.8 eV


The following is a DFT calculation (ωB97M-V with the def2-TZVPD basis set) of an isolated ion of composition C7H10ClN4O3S and charge +1.

The geometry in XYZ format:
```
26
Properties=species:S:1:pos:R:3:lowdin_charge:R:1
C 1.736 -2.368 0.638 -0.1144
C 1.541 1.086 0.616 -0.3181
C -0.903 0.723 0.252 -0.5511
C 3.258 -0.605 0.110 -0.6850
C -3.906 -0.143 -1.192 -0.0596
C -3.189 -0.030 0.109 -0.2319
C 0.510 0.454 -0.249 -0.5718
N 0.766 -1.908 0.012 0.0730
N 0.688 -0.849 -0.743 0.0532
N 2.984 -1.739 0.693 0.0514
N 1.391 2.255 1.219 0.2620
O 2.780 0.614 0.658 0.0569
O -1.244 1.719 0.748 0.1387
O -1.759 -0.234 0.009 0.0354
S 0.745 1.651 -1.707 0.9494
Cl 4.737 -0.473 -0.782 0.7991
H 1.672 -3.196 1.329 0.1449
H -3.614 -1.148 -1.584 0.0901
H -5.012 -0.173 -0.930 0.1142
H -3.378 0.733 -1.824 0.1381
H -3.601 -0.759 0.808 0.1332
H -3.330 0.904 0.589 0.1044
H 3.776 -2.365 0.603 0.1461
H 0.351 2.537 1.463 0.1946
H 2.097 2.666 1.743 0.1257
H 0.903 0.647 -2.587 -0.0785
```

Computed properties:
* E_LUMO (spin up / spin down): -4.33 / -4.40 eV
* spin multiplicity: 1
* charge: +1
* gap between HOMO and LUMO (spin up / spin down): 7.5 / 8.2 eV


The following is a DFT calculation (ωB97M-V with the def2-TZVPD basis set) of C7H10ClNNdO4 as an isolated structure.

The geometry in XYZ format:
```
24
Properties=species:S:1:pos:R:3:lowdin_charge:R:1
C -0.430 1.098 -2.219 -0.2222
C 0.976 1.278 -2.011 -0.2467
C 1.155 2.153 -0.889 -0.2703
C -0.152 2.521 -0.407 -0.2687
C -1.127 1.858 -1.226 -0.2444
Nd 0.143 0.002 0.202 1.6160
N -1.431 -1.465 -0.138 -0.3010
C -0.370 -2.396 -0.621 -0.5103
C 1.041 -1.902 -0.851 -0.3674
H 2.114 2.335 -0.367 0.0934
H 1.773 0.755 -2.559 0.0900
H -0.366 3.035 0.549 0.0958
H -2.216 1.874 -1.084 0.0940
H -0.893 0.473 -2.993 0.0981
H 1.403 -1.803 -1.881 0.0046
H -0.303 -3.220 0.121 0.0740
H -2.402 -1.740 -0.104 -0.0046
H 1.802 -2.108 -0.066 0.0024
H -0.735 -2.771 -1.593 0.0794
O 0.000 -1.408 4.050 -0.3101
Cl 0.003 0.002 3.731 0.7525
O -1.223 0.706 4.059 -0.3176
O 1.227 0.708 4.072 -0.3266
O 0.013 0.014 2.228 -0.6104
```

Computed properties:
* E_LUMO (spin up / spin down): 2.93 / 2.93 eV
* spin multiplicity: 4
* expectation value of S²: 3.755
* charge: -1
* gap between HOMO and LUMO (spin up / spin down): 6.2 / 6.2 eV


The following is a DFT calculation (ωB97M-V with the def2-TZVPD basis set) of a 2-piece molecular cluster, C7H10ClNP overall.

The geometry in XYZ format:
```
20
Properties=species:S:1:pos:R:3:lowdin_charge:R:1
C 0.946 1.804 1.134 0.0996
C -0.270 2.545 1.240 -0.1243
C -1.769 3.281 1.339 -0.3549
P -3.159 1.925 1.382 0.7303
Cl -4.665 2.452 -0.072 0.2713
H 1.648 0.839 1.164 0.0881
H -1.955 3.938 0.389 0.1046
H -1.894 3.881 2.362 0.1219
H -2.499 0.674 0.985 0.0384
H -3.732 1.812 2.729 0.0415
N 1.552 -1.223 -0.977 -0.0188
C 0.916 -2.305 -0.427 -0.1576
C 1.403 -3.440 -1.036 -0.1059
C 2.371 -3.028 -1.982 -0.1005
C 2.445 -1.655 -1.923 -0.1334
H 1.389 -0.257 -0.724 0.0996
H 0.172 -2.175 0.348 0.0947
H 1.095 -4.455 -0.820 0.0969
H 2.952 -3.665 -2.637 0.0991
H 3.054 -0.949 -2.472 0.1096
```

Computed properties:
* E_LUMO: -5.99 eV
* spin multiplicity: 1
* charge: +1
* gap between HOMO and LUMO: 4.5 eV